No. 1
{"formula": "C25H42N6O8PW", "method": "ωB97M-V/def2-TZVPD", "s2": 2.01, "fmax_ev_per_a": 1.166, "orbital_gap_ev": [7.42, 7.58], "lumo_energy_ev": [-8.4, -8.4], "charge": 3, "homo_energy_ev": [-15.83, -16.02], "relative_energy_ev": 1.642, "spin_multiplicity": 3, "symbols": ["W", "O", "C", "C", "N", "C", "C", "O", "O", "C", "C", "O", "O", "H", "H", "H", "H", "H", "H", "H", "H", "H", "C", "O", "C", "C", "C", "C", "C", "C", "O", "C", "O", "C", "H", "H", "H", "H", "H", "H", "H", "H", "H", "C", "N", "C", "N", "C", "N", "C", "P", "C", "C", "H", "H", "H", "H", "H", "H", "H", "H", "H", "H", "H", "H", "H", "N", "C", "C", "N", "C", "C", "H", "H", "H", "H", "H", "H", "H", "H", "H", "H", "H"], "xyz": [[0.00626, -0.52205, 0.15698], [2.54368, 1.31815, 0.14190], [2.02429, 2.61743, 0.42066], [0.52753, 2.72141, 0.19043], [-0.31460, 1.65951, 0.81411], [-1.74842, 1.94591, 0.48071], [-2.24440, 1.11452, -0.69306], [-3.05355, 1.49666, -1.48451], [-1.74588, -0.12632, -0.68564], [-0.12837, 1.58943, 2.29274], [-0.16347, 0.10628, 2.67821], [0.54540, -0.40593, 3.50469], [-1.03856, -0.54678, 1.88056], [2.67110, 1.24004, -0.81244], [2.49375, 3.37106, -0.21518], [2.30374, 2.86145, 1.44534], [0.30619, 2.69895, -0.87769], [0.19554, 3.69131, 0.57506], [-1.90228, 3.00735, 0.29181], [-2.36298, 1.65741, 1.33293], [-0.92602, 2.08424, 2.85222], [0.82384, 2.00577, 2.60917], [-0.86450, 2.13627, -5.92688], [-0.72669, 0.70912, -6.06888], [-0.36183, -0.02365, -5.04524], [-0.28890, -1.42184, -5.30724], [-0.00310, -2.27329, -4.29651], [0.21586, -1.80269, -2.96110], [0.30166, -2.71645, -1.90812], [0.40724, -4.19598, -2.11645], [0.27942, -2.35609, -0.65890], [0.26667, -0.38621, -2.76017], [0.68374, 0.10811, -1.58966], [-0.04118, 0.48747, -3.78377], [-1.22056, 2.48187, -6.89032], [0.10578, 2.57974, -5.70630], [-1.59467, 2.35980, -5.14975], [-0.48327, -1.75960, -6.31478], [0.02730, -3.33488, -4.49577], [-0.46976, -4.57586, -2.64179], [0.47483, -4.69427, -1.15336], [1.27586, -4.44719, -2.72624], [-0.01430, 1.55017, -3.59815], [5.38010, -1.85982, 1.53516], [4.53128, -1.44311, 2.75342], [4.03742, -2.72678, 3.45948], [3.35341, -3.56999, 2.54569], [4.20333, -3.90792, 1.40611], [4.63404, -2.71238, 0.67787], [3.53171, -2.03619, -0.01030], [2.26406, -1.46994, 1.20073], [3.38878, -0.56029, 2.34039], [2.05231, -3.03940, 2.13684], [6.24686, -2.38140, 1.94069], [5.69319, -0.94186, 1.03902], [5.12382, -0.92515, 3.40597], [3.39210, -2.40420, 4.27595], [4.93108, -3.21066, 3.85312], [3.65816, -4.56611, 0.73200], [5.08694, -4.43466, 1.76720], [3.07812, -2.72486, -0.72428], [3.91644, -1.18447, -0.57493], [2.85379, -0.23552, 3.23334], [3.79147, 0.30851, 1.81958], [1.55248, -3.75961, 1.48687], [1.41490, -2.86727, 3.00572], [-5.60038, -3.69200, 0.35806], [-4.98778, -3.18757, 1.64378], [-3.47095, -3.32012, 1.55373], [-2.89906, -2.65538, 0.39146], [-3.51640, -3.13791, -0.83590], [-5.03269, -2.98021, -0.84683], [-6.61681, -3.58882, 0.38494], [-5.41737, -4.69550, 0.27312], [-5.42108, -3.76067, 2.46181], [-5.29956, -2.14694, 1.73383], [-3.20200, -4.38055, 1.51520], [-3.03510, -2.91260, 2.46555], [-3.03163, -1.64982, 0.45444], [-3.26334, -4.19688, -0.95769], [-3.10874, -2.59929, -1.69201], [-5.50675, -3.39970, -1.73259], [-5.32666, -1.93513, -0.74576]]}



No. 2
{"formula": "C25H43BrN2OsP2", "method": "ωB97M-V/def2-TZVPD", "s2": 6.05, "fmax_ev_per_a": 3.807, "orbital_gap_ev": [4.71, 3.43], "lumo_energy_ev": [-13.7, -16.8], "charge": 4, "homo_energy_ev": [-18.44, -20.23], "relative_energy_ev": 5.307, "spin_multiplicity": 5, "symbols": ["N", "C", "C", "C", "C", "C", "C", "Os", "P", "C", "C", "C", "C", "C", "C", "C", "Br", "H", "H", "H", "H", "H", "H", "H", "H", "H", "H", "P", "C", "C", "H", "H", "H", "H", "H", "C", "C", "H", "H", "H", "H", "H", "C", "C", "H", "H", "H", "H", "H", "C", "C", "H", "H", "H", "H", "H", "C", "C", "H", "H", "H", "H", "H", "C", "C", "H", "H", "H", "H", "H", "N", "H", "H", "H"], "xyz": [[-4.59960, -1.18042, 4.54527], [-3.35999, -0.79568, 4.82495], [-2.65920, -0.01054, 3.86699], [-3.33853, 0.26630, 2.62400], [-4.65660, -0.19208, 2.35403], [-5.24581, -0.94275, 3.37276], [-2.82034, 1.15539, 1.60695], [-0.17627, 1.14815, -0.38423], [2.03037, 0.55410, -1.01233], [-2.92608, 0.92273, 0.25269], [-2.20253, 1.82809, -0.64370], [-2.24656, 1.75862, -2.09608], [-1.18830, 2.31467, -2.75138], [-0.24843, 2.98100, -1.94327], [-0.51822, 3.56342, -0.70206], [-1.43150, 2.81841, 0.04723], [1.44199, 3.41553, -2.80977], [-2.13263, 1.92365, 2.03015], [-3.46939, 0.09544, -0.27666], [-1.68281, 0.47224, 4.11204], [-5.25691, 0.14188, 1.48935], [-2.83672, -1.01395, 5.80597], [-6.27513, -1.28871, 3.21302], [-3.03118, 1.18932, -2.60390], [-1.87439, 3.17364, 0.99488], [-1.04266, 2.28503, -3.82983], [-0.03776, 4.44729, -0.30038], [-0.44456, -1.36129, -0.03029], [2.53378, 2.10772, -0.07606], [3.73485, 2.84406, -0.74147], [2.77856, 1.75068, 0.96206], [1.57790, 2.72301, -0.03826], [3.80875, 3.81613, -0.21282], [4.72242, 2.31387, -0.69568], [3.46356, 3.10489, -1.80050], [2.17200, 0.26700, -2.84956], [3.57370, 0.27903, -3.43780], [1.61851, 1.13304, -3.26292], [1.59057, -0.61156, -3.14194], [3.49885, 0.35190, -4.54695], [4.10354, 1.16284, -3.06643], [4.15622, -0.63290, -3.23138], [3.42118, -0.50035, -0.26298], [4.87292, -0.07606, -0.50340], [3.24932, -1.52166, -0.65069], [3.23899, -0.49845, 0.84786], [5.54497, -0.86283, -0.11314], [5.14225, 0.06595, -1.55924], [5.12983, 0.83601, 0.06152], [0.53180, -2.42036, 1.16861], [1.83977, -3.00716, 0.66092], [-0.14526, -3.26016, 1.43322], [0.60798, -1.81151, 2.10538], [1.90798, -4.08621, 0.83108], [1.96520, -2.89274, -0.41734], [2.69747, -2.55441, 1.16503], [-0.17385, -2.11129, -1.70741], [-1.15428, -1.57780, -2.76031], [-0.26948, -3.20216, -1.60930], [0.87424, -1.94068, -2.00105], [-0.67280, -1.56213, -3.75913], [-2.06137, -2.21103, -2.83707], [-1.46422, -0.54574, -2.51068], [-2.17667, -1.99614, 0.34475], [-2.41615, -2.70534, 1.66490], [-2.48870, -2.62559, -0.49928], [-2.84666, -1.15394, 0.24400], [-3.45271, -3.03224, 1.77337], [-1.80201, -3.59871, 1.79421], [-2.20472, -2.02438, 2.49064], [0.25006, 0.70415, 1.91139], [0.87538, -0.10035, 2.18670], [-0.60894, 0.49066, 2.45750], [0.68502, 1.50353, 2.43324]]}



No. 3
{"formula": "C25H43Cl2F7NO3S", "method": "ωB97M-V/def2-TZVPD", "fmax_ev_per_a": 1.000, "orbital_gap_ev": 8.06, "lumo_energy_ev": -4.4, "charge": 1, "homo_energy_ev": -12.48, "symbols": ["C", "C", "C", "C", "C", "C", "C", "C", "C", "C", "C", "C", "C", "C", "N", "Cl", "C", "C", "Cl", "C", "C", "C", "O", "C", "C", "C", "S", "O", "O", "C", "F", "F", "C", "F", "F", "C", "F", "F", "F", "H", "H", "H", "H", "H", "H", "H", "H", "H", "H", "H", "H", "H", "H", "H", "H", "H", "H", "H", "H", "H", "H", "H", "H", "H", "H", "H", "H", "H", "H", "H", "H", "H", "H", "H", "H", "H", "H", "H", "H", "H", "H", "H"], "xyz": [[-6.72689, 4.80895, 1.10214], [-5.56879, 4.09107, 0.41219], [-5.75500, 3.98595, -1.09746], [-4.55295, 3.35313, -1.82807], [-4.86684, 2.02483, -2.51740], [-5.35948, 0.92309, -1.56312], [-4.26073, -0.09527, -1.18380], [-4.32488, -0.58242, 0.27823], [-4.28138, -2.10522, 0.48279], [-3.29627, -2.86700, -0.41083], [-1.88971, -2.24391, -0.49807], [-0.80082, -3.09645, 0.15890], [0.62995, -2.72374, -0.26380], [0.81004, -1.21793, -0.17933], [2.25021, -0.76146, -0.05908], [2.19063, 1.01083, -0.16266], [3.13900, -1.22689, -1.18760], [4.59101, -1.11865, -0.70376], [5.23377, 0.49714, -1.07994], [5.42296, -2.22765, -1.41113], [6.83766, -1.87203, -1.87176], [6.91328, -1.23364, -3.26128], [7.36782, -2.23230, -4.16052], [4.49218, -1.34129, 0.82689], [5.51171, -0.65209, 1.72108], [2.97660, -1.25179, 1.17395], [2.40761, -0.77128, 2.83548], [0.97197, -0.82316, 2.82848], [3.17834, -1.65350, 3.66426], [2.95160, 0.97189, 3.34833], [3.56656, 1.60185, 2.33932], [3.83465, 0.75007, 4.31728], [1.84005, 1.89290, 3.96533], [1.18660, 1.20266, 4.90363], [2.53040, 2.89552, 4.54196], [0.80363, 2.58013, 3.03056], [0.15079, 1.69567, 2.28579], [-0.06376, 3.21792, 3.77872], [1.41107, 3.43607, 2.22062], [-6.67194, 4.72031, 2.18532], [-7.67612, 4.39846, 0.75200], [-6.72833, 5.86560, 0.82655], [-5.47127, 3.08383, 0.83048], [-4.62953, 4.60905, 0.62921], [-5.96560, 4.97632, -1.50655], [-6.63455, 3.36085, -1.28137], [-3.72476, 3.22107, -1.12167], [-4.18704, 4.05100, -2.58602], [-3.96800, 1.68036, -3.03815], [-5.61168, 2.21106, -3.29580], [-6.16699, 0.38667, -2.06551], [-5.77643, 1.36516, -0.65926], [-3.29888, 0.39775, -1.35002], [-4.32760, -0.93341, -1.87672], [-5.23548, -0.19411, 0.73803], [-3.50325, -0.13113, 0.84239], [-4.05959, -2.31492, 1.53160], [-5.28121, -2.50762, 0.29820], [-3.70912, -3.00987, -1.40934], [-3.19582, -3.87461, 0.00442], [-1.90376, -1.24070, -0.07157], [-1.62715, -2.12656, -1.55700], [-0.86386, -3.00430, 1.24767], [-0.98043, -4.14345, -0.08617], [1.31232, -3.26056, 0.39843], [0.79856, -3.08383, -1.28093], [0.44197, -0.74642, -1.09098], [0.27005, -0.77651, 0.65335], [2.84641, -2.23868, -1.46151], [2.99128, -0.59316, -2.06093], [4.87366, -2.56036, -2.29503], [5.47992, -3.07997, -0.73288], [7.37225, -1.27316, -1.13598], [7.38428, -2.81404, -1.95226], [5.93447, -0.84489, -3.56621], [7.59971, -0.38163, -3.23963], [7.67773, -1.81159, -4.96825], [4.71269, -2.40502, 0.93347], [5.41617, -1.00689, 2.74545], [5.47142, 0.43150, 1.67368], [6.50517, -0.94907, 1.37766], [2.65770, -2.29451, 1.24552]]}



No. 4
{"formula": "C25H43F2N6P2", "method": "ωB97M-V/def2-TZVPD", "fmax_ev_per_a": 0.635, "orbital_gap_ev": 8.51, "lumo_energy_ev": -2.5, "charge": 1, "homo_energy_ev": -11.01, "symbols": ["C", "C", "C", "C", "N", "N", "C", "C", "C", "N", "C", "C", "C", "P", "N", "N", "C", "N", "P", "C", "C", "H", "H", "H", "H", "H", "H", "H", "H", "H", "H", "H", "H", "H", "H", "H", "H", "H", "H", "H", "H", "H", "H", "H", "H", "H", "H", "H", "H", "H", "H", "H", "H", "H", "F", "C", "C", "C", "C", "C", "C", "H", "H", "H", "H", "H", "F", "C", "C", "C", "C", "C", "C", "H", "H", "H", "H", "H"], "xyz": [[-0.05967, 4.10803, 3.15946], [-0.36725, 5.39846, 2.38767], [-1.24253, 5.21626, 1.14106], [-0.45671, 4.96520, -0.13649], [0.31287, 3.70866, -0.09890], [-0.23760, 2.69892, -0.93015], [0.12572, 2.69962, -2.34874], [1.49009, 2.07253, -2.62049], [1.74912, 0.84930, -1.71633], [2.15535, -0.35667, -2.39608], [3.50662, -0.37215, -2.98744], [4.54971, -1.19071, -2.20193], [3.99524, -2.37868, -1.40769], [3.03717, 1.28906, -0.41368], [4.06279, 2.36542, -0.85213], [0.51358, 0.48187, -0.97473], [-0.17945, 1.44807, -0.35137], [-0.87267, 1.21221, 0.75439], [-0.74342, -0.27840, 1.69454], [-1.01425, 0.42597, 3.34557], [-2.36756, -1.04295, 1.33872], [-0.69477, 4.00990, 4.04021], [0.97550, 4.07603, 3.49693], [-0.21407, 3.22962, 2.53604], [-0.86722, 6.09900, 3.05473], [0.56763, 5.88192, 2.09377], [-1.84207, 6.11230, 0.97534], [-1.94811, 4.39136, 1.30012], [0.24395, 5.78677, -0.29632], [-1.12754, 4.94723, -0.99898], [1.28714, 3.85553, -0.34566], [0.07113, 3.72929, -2.69509], [-0.65084, 2.14383, -2.87439], [2.30867, 2.78610, -2.51044], [1.51086, 1.73550, -3.65783], [1.46099, -0.58438, -3.09757], [3.41380, -0.78650, -3.99050], [3.87469, 0.64978, -3.11858], [5.28340, -1.54815, -2.92419], [5.10533, -0.52256, -1.53894], [4.63496, -3.25119, -1.52889], [2.99624, -2.65684, -1.73854], [3.95196, -2.17856, -0.33668], [3.42340, 0.01873, 0.05000], [2.14034, 1.71033, 0.59539], [5.04185, 2.11840, -0.80414], [0.62087, -0.35591, -0.39987], [-1.41996, 2.00923, 1.05958], [-0.10164, 0.90628, 3.69429], [-1.84276, 1.13201, 3.39984], [-1.23450, -0.41606, 4.00429], [-3.12144, -0.80185, 2.08570], [-2.72165, -0.73114, 0.35730], [-2.22705, -2.12348, 1.31780], [4.70784, -5.46689, -3.20601], [3.51258, -5.72176, -3.78011], [3.11759, -7.03279, -3.94944], [1.88616, -7.27414, -4.54255], [1.07889, -6.22116, -4.95172], [1.50454, -4.91317, -4.76615], [2.73251, -4.65374, -4.17377], [3.76511, -7.83621, -3.62697], [1.55810, -8.29498, -4.68665], [0.12326, -6.42088, -5.41682], [0.88044, -4.08952, -5.08871], [3.09476, -3.64629, -4.01914], [-4.22940, -2.50421, 3.61574], [-5.24256, -1.79383, 4.17331], [-6.20282, -1.25541, 3.34193], [-7.23233, -0.52415, 3.91969], [-7.28211, -0.34582, 5.29503], [-6.29929, -0.90296, 6.10179], [-5.26274, -1.63859, 5.54367], [-6.14679, -1.41783, 2.27402], [-8.00202, -0.09900, 3.28924], [-8.08900, 0.22125, 5.73836], [-6.33845, -0.76969, 7.17471], [-4.49050, -2.09078, 6.15059]]}



no.,E_tot (eV)
1,-63019.416
2,-120638.135
3,-89148.631
4,-59568.828